The following is a DFT calculation (the ωB97M-V functional and the def2-TZVPD basis) of a structure of composition C5H7NO.

The geometry in XYZ format:
```
14
Properties=species:S:1:pos:R:3
O -0.883 -0.592 2.583
C -0.875 -1.064 0.195
C -0.868 0.203 -0.579
C 0.517 0.580 0.033
C 1.049 0.827 -1.364
N 0.138 -0.349 -1.609
C 0.538 -0.954 -0.246
H -1.626 0.023 2.624
H -1.181 -1.239 1.894
H -1.676 0.879 -0.860
H 0.698 1.065 0.994
H 0.728 1.728 -1.896
H 2.099 0.598 -1.571
H 1.382 -1.634 -0.130
```

ΔE to the lowest compared entry with this formula, charge and spin	7.3909	eV
HOMO	-8.946	eV
E	-8828.8119	eV

Atomic partial charges in e from the Löwdin method, atoms 1 to 2: -0.100 0.146